[1]
Entry from OMol25: a 2-piece molecular cluster, C4H12NO2 overall (ωB97M-V/def2-TZVPD).

Each line ends with the Löwdin charge.
Element x y z (Å)
O: 2.528474 0.594560 1.834439  0.013
O: -1.042772 2.111528 -1.084107  0.108
N: 0.486760 -0.011215 0.201585  0.023
C: -0.891470 -1.335497 -1.516652  -0.064
C: -1.542098 1.415468 -0.258838  -0.240
C: 0.144133 -1.314366 -0.432205  -0.181
C: -0.702607 0.668247 0.792702  -0.083
H: -0.285330 -1.927354 0.377747  0.136
H: 0.717682 0.684581 -0.527856  0.167
H: -1.318110 -0.022041 1.369881  0.139
H: -1.936866 -1.119399 -1.265151  0.093
H: 1.313135 0.171229 0.864329  0.111
H: -0.454218 1.518048 1.444957  0.152
H: 2.834905 1.489335 1.749342  0.080
H: 3.183499 0.118313 1.319409  0.085
H: -2.559720 1.567142 0.103043  0.137
H: 1.078084 -1.833437 -0.633023  0.135
H: -0.855819 -2.248689 -2.097600  0.096
H: -0.697656 -0.526450 -2.242007  0.092

Force components x, y, z for each atom (eV/Å):
O -0.3 -0.6 -0.4
O 0.5 -0.4 -1.1
N -0.6 2.6 -0.5
C 0.0 1.9 -1.6
C 0.2 0.8 2.0
C -0.1 -1.9 2.1
C -0.9 -0.2 -0.2
H 0.3 0.3 0.1
H 0.1 -0.4 -0.4
H 0.2 -0.1 -0.1
H 0.3 -0.4 0.7
H -0.5 -1.2 -0.1
H 0.5 -0.4 0.0
H 0.2 1.1 0.3
H 0.5 -0.5 0.1
H -0.7 -0.3 -0.5
H 0.0 0.3 -0.6
H 0.1 -0.3 0.2
H 0.2 -0.3 0.0

The calculation puts the largest force on an atom at 2.827 eV Å⁻¹. The net charge is +1. Its orbital gap is 11.07 eV. The calculation puts the highest occupied orbital energy at -14.561 eV. The relative energy (zero: lowest compared OMol25 entry of this formula, charge and spin) is 187.3 kJ/mol.


[2]
Entry from OMol25: a 2-piece molecular cluster, C4H12NO2 overall (ωB97M-V/def2-TZVPD).

Each line ends with the Löwdin charge.
Element x y z (Å)
O: -0.190132 2.140795 -1.595658  0.035
O: 0.505641 -2.766749 1.307616  -0.049
N: 1.542876 1.264581 0.271043  0.208
C: 0.655630 0.131470 0.737716  -0.155
C: -1.515725 0.368835 -0.656483  -0.141
C: -1.249855 1.559561 -1.567273  -0.190
C: -0.259032 -0.427642 -0.349416  -0.191
H: 0.131524 -3.019063 2.152869  0.063
H: -2.098470 0.653177 0.235863  0.139
H: 0.351858 -0.687369 -1.219408  0.136
H: 0.090010 0.361199 1.654785  0.142
H: 1.450843 1.972341 0.991930  0.170
H: 0.701418 -3.517742 0.728141  0.074
H: -2.087370 1.878607 -2.229966  0.142
H: -0.614737 -1.417324 -0.033519  0.104
H: 1.240848 1.564767 -0.674566  0.119
H: 1.179721 -0.708746 1.184693  0.098
H: -2.309675 -0.209391 -1.147674  0.125
H: 2.474633 0.858685 0.209307  0.171

Force components x, y, z for each atom (eV/Å):
O 0.2 0.0 -0.3
O 0.3 0.4 -0.5
N -0.2 -1.8 0.7
C -1.4 -1.3 0.7
C -0.5 0.5 -1.0
C -0.8 -0.2 0.5
C -0.3 -0.7 0.4
H 0.0 -0.7 -0.1
H 0.6 0.4 0.0
H -0.2 0.4 -0.3
H -0.1 1.0 -0.6
H 0.6 0.6 -0.4
H -0.3 -0.1 0.8
H 0.4 0.0 0.3
H 0.3 0.4 0.3
H -0.5 0.6 0.3
H 1.1 0.1 -0.7
H 0.5 -0.3 -0.3
H 0.3 0.6 0.2

The calculation puts the largest force on an atom at 2.044 eV Å⁻¹. The net charge is +1. Its orbital gap is 11.03 eV. The calculation puts the highest occupied orbital energy at -14.124 eV. The relative energy (zero: lowest compared OMol25 entry of this formula, charge and spin) is 133.6 kJ/mol.


[3]
Entry from OMol25: a 2-piece molecular cluster, C4H12NO2 overall (ωB97M-V/def2-TZVPD).

Each line ends with the Löwdin charge.
Element x y z (Å)
O: -0.775012 0.702394 0.289226  -0.113
O: 2.071302 1.334565 -0.743169  0.097
N: 0.252759 0.012571 -2.105742  0.176
C: 2.343150 0.177042 -0.862675  -0.211
C: 1.386298 -0.774971 -1.556728  -0.096
C: -1.514925 0.276939 2.605136  -0.067
C: -1.524369 -0.179896 1.159622  -0.269
H: -0.340843 0.443389 -1.335952  0.128
H: -0.487032 0.285980 2.970365  0.084
H: -0.340040 -0.583002 -2.690824  0.177
H: -2.540143 -0.200989 0.767049  0.119
H: -0.128642 1.148748 0.844041  0.093
H: -2.118623 -0.395892 3.208956  0.089
H: 0.618504 0.723986 -2.733707  0.169
H: -1.954091 1.269318 2.694873  0.088
H: 1.904025 -1.323982 -2.340913  0.142
H: -1.113879 -1.191970 1.087204  0.109
H: 0.998191 -1.472312 -0.812769  0.140
H: 3.263371 -0.251922 -0.443993  0.143

Force components x, y, z for each atom (eV/Å):
O -0.1 -0.2 0.2
O -0.1 0.4 -0.1
N -0.3 -0.4 -0.6
C -0.1 -0.2 0.2
C 0.1 0.1 0.4
C 0.0 0.2 -0.5
C -0.4 -0.2 0.0
H 0.5 -0.1 0.1
H -0.1 0.0 0.2
H 0.0 0.0 0.2
H 0.0 0.0 0.0
H 0.2 0.3 -0.1
H 0.1 -0.1 0.1
H 0.0 0.5 0.1
H 0.1 0.1 0.0
H -0.1 -0.1 -0.1
H 0.0 0.0 -0.1
H 0.0 -0.1 -0.1
H 0.1 -0.1 -0.1

The calculation puts the largest force on an atom at 0.818 eV Å⁻¹. The net charge is +1. Its orbital gap is 11.40 eV. The calculation puts the highest occupied orbital energy at -14.766 eV. The relative energy (zero: lowest compared OMol25 entry of this formula, charge and spin) is 142.4 kJ/mol.


[4]
Entry from OMol25: a 2-piece molecular cluster, C4H12NO2 overall (ωB97M-V/def2-TZVPD).

Each line ends with the Löwdin charge.
Element x y z (Å)
O: -1.134815 2.744253 1.523087  -0.048
O: 1.884859 -2.167326 -0.642500  0.055
N: -1.172830 1.034779 -0.387619  0.185
C: 1.047742 0.664886 0.517311  -0.011
C: 0.655067 -2.323323 -0.791593  -0.167
C: -0.344215 -1.144324 -0.922039  -0.130
C: -0.253354 -0.111358 0.142284  -0.290
H: -0.690083 2.401681 2.388653  0.142
H: 1.815291 -0.132157 0.590214  0.089
H: 0.184999 -3.245451 -0.721521  0.098
H: -1.044288 1.822876 0.230687  0.040
H: -0.094339 -0.751946 -1.913443  0.134
H: -1.912981 3.262011 1.683321  0.070
H: -0.936767 1.418876 -1.321909  0.188
H: -0.719612 -0.513095 1.037737  0.156
H: 1.278752 1.404318 -0.201144  0.077
H: 1.044629 1.153802 1.550262  0.106
H: -1.296999 -1.766938 -1.073407  0.154
H: -2.050574 0.571877 -0.256595  0.151

Force components x, y, z for each atom (eV/Å):
O 2.1 -1.2 2.0
O -3.7 -0.5 -0.6
N 1.0 -1.4 -0.2
C 0.2 -2.5 1.8
C 4.2 3.1 1.3
C 0.9 -2.9 -1.9
C 0.0 2.5 0.1
H -1.6 1.4 -2.1
H 0.0 0.8 -0.3
H -0.6 -2.3 -0.2
H -0.6 0.8 1.2
H -0.1 0.3 0.0
H -0.5 0.5 0.8
H -0.4 -1.1 0.3
H -0.2 0.3 0.2
H 0.5 0.6 -0.9
H -0.5 -0.7 -1.4
H 0.6 1.8 0.7
H -1.3 0.8 -0.8

The calculation puts the largest force on an atom at 5.435 eV Å⁻¹. The net charge is +1. Its orbital gap is 10.30 eV. The calculation puts the highest occupied orbital energy at -13.673 eV. The relative energy (zero: lowest compared OMol25 entry of this formula, charge and spin) is 229.8 kJ/mol.